Formula: C13H12CeCl2NO7
Source: the Open Molecules 2025 dataset
Level of theory: ωB97M-V/def2-TZVPD

Computed properties:
- LUMO (alpha / beta): -0.756 / -0.752 eV
- Kohn-Sham gap (alpha / beta): 7.04 / 7.72 eV
- Spin multiplicity: 2
- Highest occupied orbital energy (alpha / beta): -7.80 / -8.47 eV
- <S²>: 0.751
- Total charge: 0

Cartesian coordinates (Å):
Ce: -0.309243 0.309889 -0.095084
O: 0.132091 0.043187 2.514023
C: -0.594912 -0.925679 3.277829
C: -2.135218 -0.757244 3.321584
N: -2.942283 -0.814069 2.117860
C: -3.435801 0.429138 1.546638
C: -2.337432 1.228709 0.810439
O: -1.398536 1.721129 1.490727
O: -2.304937 1.248577 -0.440282
C: -2.763817 -1.936151 1.213406
C: -1.594045 -1.685103 0.230146
O: -0.416641 -1.794889 0.661769
O: -1.826629 -1.226439 -0.910705
H: -0.087538 0.918523 2.883128
H: -0.316734 -1.886801 2.840758
H: -0.241238 -0.889110 4.319462
H: -2.469655 -1.571668 3.981900
H: -2.368785 0.191390 3.812223
H: -4.228393 0.182498 0.837038
H: -3.851174 1.045330 2.350555
H: -2.558713 -2.827773 1.809848
H: -3.682624 -2.084825 0.636465
Cl: 5.381149 1.371641 -5.118161
C: 4.194426 0.886023 -3.960211
C: 4.068358 -0.481587 -3.655696
C: 3.148897 -0.875454 -2.726474
Cl: 2.947436 -2.522304 -2.293716
C: 2.301456 0.054460 -2.034936
O: 1.471118 -0.355693 -1.165175
C: 2.448280 1.440452 -2.391205
C: 1.622565 2.414217 -1.761551
O: 0.758228 2.201608 -0.890215
C: 3.405680 1.825636 -3.357906
H: 4.693038 -1.206179 -4.153366
H: 1.780994 3.457331 -2.091101
H: 3.510633 2.871231 -3.610017

Forces on atoms 1 to 6 (eV/Å):
3.5 1.3 0.2
0.1 0.3 0.5
-0.1 -0.2 0.1
0.3 -0.1 0.1
0.3 0.2 -0.2
0.1 0.1 -0.2